DFT (ωB97M-V/def2-TZVPD) results for a 10-piece molecular cluster, C29H46BCl27O3 overall in a non-equilibrium geometry.

Each line ends with the Mulliken charge.
Atoms and positions in Å:
C (0.2540, -2.7466, -2.1331)  -0.617
C (0.1023, -1.3018, -2.4531)  -0.167
C (1.2163, -0.1206, -2.2534)  1.195
C (0.5509, 1.2101, -2.9336)  -1.671
C (-0.7496, 1.8258, -2.1501)  0.583
C (-1.9074, 2.4380, -3.1899)  0.532
C (-3.3541, 2.3196, -2.3943)  -0.668
C (-4.1883, 0.9242, -2.7811)  -0.532
C (-3.7820, -0.2629, -1.7270)  0.353
C (-5.0475, -1.2692, -1.3268)  -0.695
C (-4.3173, -2.5974, -0.6195)  -0.023
C (-5.4710, -3.4298, 0.1937)  -0.296
C (2.5171, -0.5381, -3.2168)  -0.667
C (3.3966, -1.4502, -2.1604)  0.293
O (4.4291, -2.2704, -2.3782)  -0.641
O (2.7772, -1.2481, -0.8083)  -0.402
C (1.9819, 0.0252, -0.7742)  0.550
C (2.7876, 1.4494, -0.7264)  -0.478
C (3.5759, 1.7774, 0.6683)  0.023
C (2.6299, 2.5592, 1.8050)  -0.631
C (4.3688, 0.5168, 1.3491)  -0.573
B (0.9286, -0.3405, 0.4795)  0.845
C (-0.2615, 0.6777, 1.0110)  -0.179
O (1.0480, -1.6386, 1.2334)  -0.806
H (0.9692, -3.4811, -2.7291)  0.228
H (-0.3747, -3.1816, -1.2184)  -0.215
H (-0.9287, -0.9792, -2.9556)  0.215
H (0.1712, 0.8929, -4.0172)  0.420
H (1.3195, 2.0911, -3.1091)  0.297
H (-1.2784, 0.9573, -1.5712)  -0.646
H (-0.3671, 2.6467, -1.3884)  0.236
H (-1.6349, 3.5721, -3.3868)  -0.760
H (-1.8531, 1.7816, -4.1703)  0.392
H (-3.9849, 3.2562, -2.7122)  0.367
H (-3.0996, 2.3105, -1.2452)  0.293
H (-3.8487, 0.5952, -3.8761)  0.211
H (-5.3311, 1.1626, -2.7006)  0.286
H (-2.9952, -0.9536, -2.2647)  -0.235
H (-3.2970, 0.1710, -0.7348)  -0.055
H (-5.5926, -1.5374, -2.3273)  0.225
H (-5.7011, -0.6948, -0.5444)  0.309
H (-3.7579, -3.2378, -1.4418)  0.239
H (-3.4981, -2.1919, 0.1451)  0.044
H (-5.0062, -3.8062, 1.2019)  0.168
H (-6.3639, -2.6731, 0.4267)  -0.036
H (-5.8412, -4.3491, -0.4321)  0.074
H (3.1923, 0.3975, -3.4851)  0.337
H (2.2037, -1.1786, -4.1503)  0.401
H (3.5968, 1.4628, -1.5998)  0.293
H (2.0962, 2.3982, -0.9445)  0.115
H (4.4149, 2.5809, 0.3929)  0.351
H (3.4070, 3.1144, 2.5132)  0.231
H (2.1512, 1.7089, 2.4856)  0.105
H (1.8403, 3.2779, 1.3264)  0.168
H (3.6128, -0.1573, 1.9348)  0.185
H (5.2943, 0.8792, 1.9767)  -0.041
H (4.8098, -0.1351, 0.4608)  0.215
H (-1.3397, 0.3393, 0.6435)  -0.107
H (-0.0678, 1.7739, 0.5930)  0.026
H (-0.3285, 0.7795, 2.1755)  0.229
H (0.6228, -2.3825, 0.7142)  0.225
C (2.4113, 4.2118, 5.6760)  -0.085
Cl (3.3772, 5.5198, 4.9723)  -0.123
Cl (0.9407, 3.9433, 4.7248)  -0.086
Cl (3.3645, 2.7219, 5.7814)  -0.095
H (2.1185, 4.5055, 6.6873)  0.366
C (-3.1969, -6.5467, 0.7317)  -0.074
Cl (-2.2310, -5.2387, 0.0280)  -0.041
Cl (-4.6676, -6.8152, -0.2195)  -0.083
Cl (-2.2437, -8.0366, 0.8371)  -0.128
H (-3.4897, -6.2530, 1.7430)  0.290
C (-1.3456, 1.6591, 7.0174)  -0.059
Cl (-0.2107, 0.9649, 5.8473)  -0.047
Cl (-0.4940, 2.1597, 8.4885)  -0.122
Cl (-2.2137, 3.0294, 6.3045)  -0.114
H (-2.0756, 0.8914, 7.2865)  0.345
C (8.6694, 1.7269, 3.1591)  0.658
Cl (9.7617, 2.8867, 2.3838)  -0.132
Cl (7.1590, 2.5196, 3.6387)  -0.095
Cl (8.3397, 0.3635, 2.0765)  -0.105
H (9.1572, 1.3424, 4.0584)  -0.339
C (-5.3730, -10.8002, -1.7620)  0.013
Cl (-3.7381, -10.2520, -1.3549)  -0.084
Cl (-5.9362, -12.0026, -0.5886)  -0.124
Cl (-6.4906, -9.4269, -1.8304)  -0.120
H (-5.3433, -11.2695, -2.7487)  0.310
C (10.9580, -1.5201, 4.9932)  0.008
Cl (9.7222, -2.5906, 4.3106)  -0.098
Cl (12.2875, -1.2925, 3.8441)  -0.111
Cl (10.2498, 0.0408, 5.4421)  -0.153
H (11.3592, -1.9885, 5.8956)  0.341
C (-0.7755, 5.5606, -5.7749)  0.163
Cl (-0.9487, 6.0408, -4.0782)  -0.126
Cl (-0.3763, 3.8385, -5.8964)  -0.083
Cl (-2.2569, 5.9209, -6.6777)  -0.138
H (0.0438, 6.1358, -6.2138)  0.191
C (-9.2947, -3.3989, 2.4375)  -0.002
Cl (-10.5442, -3.9177, 1.2934)  -0.122
Cl (-7.9710, -4.5758, 2.4890)  -0.098
Cl (-8.6829, -1.7933, 2.0046)  -0.125
H (-9.7422, -3.3401, 3.4329)  0.326
C (2.5362, 8.3471, -3.3728)  0.009
Cl (1.6708, 7.7338, -4.7921)  -0.107
Cl (2.9148, 7.0249, -2.2557)  -0.095
Cl (4.0155, 9.1904, -3.8627)  -0.122
H (1.8885, 9.0599, -2.8560)  0.298

Output
Kohn-Sham gap in eV: 7.349
HOMO level in eV: -7.982
SMILES string: C=C[C@]1(CCCCCCCCC)CC(=O)O[C@]1(CC(C)C)B(C)O.ClC(Cl)Cl.ClC(Cl)Cl.ClC(Cl)Cl.ClC(Cl)Cl.ClC(Cl)Cl.ClC(Cl)Cl.ClC(Cl)Cl.ClC(Cl)Cl.ClC(Cl)Cl
Lowest unoccupied orbital energy in eV: -0.6
Electronic energy in Ha: -13807.86885
Largest force on an atom in eV/Å: 8.9